The following is a DFT calculation (ωB97M-V with the def2-TZVPD basis set) of 2 unconnected molecules or ions with the total composition C9H10N4O2.

- LUMO (alpha / beta) (eV) = 0.1 / 0.0
- charge = 0
- largest force on an atom (eV/A) = 5.172

Each line ends with the Mulliken charge.
CARTESIAN COORDINATES (ANGSTROEM)
C (3.599, 0.406, 0.350)  -0.498
C (2.817, 0.751, 1.445)  -0.534
C (3.075, 0.281, -0.873)  -0.442
C (1.452, 0.655, 1.368)  -0.796
C (1.696, 0.045, -0.986)  0.687
C (0.898, 0.275, 0.143)  0.295
C (-0.589, -2.892, 0.625)  0.771
C (-3.645, 0.838, -0.191)  -0.809
C (-1.504, 0.122, 0.423)  -0.147
N (1.050, -0.422, -2.026)  -1.141
N (-0.224, -0.511, -1.580)  0.056
N (-0.399, -0.115, -0.228)  0.412
N (-2.775, -0.255, -0.024)  -0.225
O (-1.526, -3.009, 0.001)  -0.356
O (0.413, -2.783, 1.194)  -0.399
H (4.673, 0.638, 0.427)  0.289
H (3.287, 1.250, 2.246)  0.398
H (3.751, 0.233, -1.807)  0.291
H (0.813, 1.017, 2.078)  0.447
H (-4.779, 0.524, -0.109)  0.256
H (-3.445, 1.571, 0.578)  0.342
H (-3.690, 1.509, -1.148)  0.235
H (-1.437, 0.613, 1.408)  0.355
H (-0.939, -0.136, -2.358)  0.267
H (-2.573, -0.604, -0.956)  0.243

The following is a DFT calculation (ωB97M-V with the def2-TZVPD basis set) of C5H6O2 in the gas phase.

- LUMO (eV) = 0.9
- structure (SMILES) = C#C[C@@H](C)OC=O
- charge = 0
- largest force on an atom (eV/A) = 2.091

Each line ends with the Mulliken charge.
CARTESIAN COORDINATES (ANGSTROEM)
C (-0.373, 1.096, 0.643)  -1.146
C (0.260, -0.277, 0.210)  0.737
O (-0.453, -1.026, -0.806)  -0.296
C (-1.408, -1.885, -0.397)  0.101
O (-1.727, -2.101, 0.741)  -0.474
C (1.395, 0.427, -0.351)  -0.510
C (2.091, 1.378, -0.665)  -0.456
H (-1.256, 1.265, 0.035)  0.333
H (0.368, 1.827, 0.307)  0.373
H (-0.498, 1.152, 1.719)  0.273
H (0.483, -0.982, 1.023)  0.337
H (-1.877, -2.374, -1.269)  0.376
H (2.994, 1.500, -1.189)  0.350

The following is a DFT calculation (ωB97M-V with the def2-TZVPD basis set) of 2 unconnected molecules or ions with the total composition NO5S.

- LUMO (alpha / beta) (eV) = 1.4 / 2.5
- charge = -1
- largest force on an atom (eV/A) = 1.891

Each line ends with the Mulliken charge.
CARTESIAN COORDINATES (ANGSTROEM)
N (1.417, 1.148, -0.039)  0.413
O (-1.369, -1.531, 1.317)  -0.462
O (1.815, 1.404, 1.082)  -0.457
O (2.087, 1.391, -1.047)  -0.502
O (-2.129, 0.201, -0.334)  -0.441
O (-0.649, -1.754, -1.009)  -0.437
S (-1.173, -0.859, 0.029)  0.886

The following is a DFT calculation (ωB97M-V with the def2-TZVPD basis set) of a molecular structure, C51H46CaCl2N5O4S5.

- LUMO (alpha / beta) (eV) = 2.1 / 1.9
- charge = -1
- largest force on an atom (eV/A) = 7.721

Each line ends with the Mulliken charge.
CARTESIAN COORDINATES (ANGSTROEM)
Ca (0.000, 0.000, 0.000)  1.883
Cl (0.120, -2.384, 1.138)  0.064
C (0.921, -2.652, 2.632)  -0.213
C (0.968, -3.921, 3.208)  -0.671
C (1.629, -4.093, 4.421)  -0.597
C (2.233, -2.995, 5.041)  -0.541
C (2.183, -1.718, 4.456)  0.410
Cl (2.972, -0.442, 5.328)  -0.198
C (1.517, -1.550, 3.236)  0.001
S (1.349, -0.073, 2.369)  -0.040
H (0.494, -4.761, 2.713)  0.421
H (1.675, -5.074, 4.884)  0.316
H (2.748, -3.133, 5.988)  0.380
N (0.784, 2.038, 1.516)  -0.777
S (1.367, 3.263, 1.740)  1.997
N (2.093, 3.645, 0.432)  -0.415
S (1.690, 4.633, -0.701)  0.714
N (0.289, 4.133, -1.139)  0.190
S (-0.223, 3.000, -2.046)  0.606
N (-0.269, 1.834, -1.319)  -0.743
C (0.646, 2.781, -3.547)  -0.024
C (0.162, 3.353, -4.725)  -0.354
C (0.882, 3.202, -5.908)  -0.818
C (2.083, 2.492, -5.902)  -0.607
C (2.569, 1.940, -4.711)  -0.928
C (1.849, 2.087, -3.528)  0.553
C (-1.958, 3.307, -2.423)  -0.159
C (-2.812, 2.238, -2.697)  -0.374
C (-4.167, 2.481, -2.931)  -0.759
C (-4.664, 3.786, -2.888)  -0.485
C (-3.808, 4.851, -2.601)  -0.767
C (-2.453, 4.613, -2.364)  -0.148
C (1.100, 6.318, -1.012)  0.679
C (0.463, 7.114, -0.100)  0.243
C (-0.056, 8.335, -0.541)  -0.727
C (0.056, 8.734, -1.883)  -0.730
C (0.683, 7.910, -2.812)  -0.812
C (1.190, 6.697, -2.374)  -0.411
C (3.313, 5.343, -0.880)  0.036
C (4.224, 5.133, -1.883)  -0.089
C (5.480, 5.753, -1.761)  -0.767
C (5.825, 6.542, -0.648)  -0.675
C (4.914, 6.724, 0.379)  -0.899
C (3.672, 6.122, 0.260)  -0.180
C (2.566, 2.926, 3.027)  0.126
C (2.128, 2.463, 4.265)  -0.326
C (3.059, 2.224, 5.276)  -1.380
C (4.421, 2.435, 5.040)  -0.336
C (4.855, 2.886, 3.792)  -1.031
C (3.926, 3.135, 2.782)  -0.006
C (0.194, 4.399, 2.380)  -0.101
C (-1.149, 4.269, 2.046)  -0.078
C (-2.071, 5.176, 2.563)  -0.823
C (-1.646, 6.202, 3.412)  -0.578
C (-0.294, 6.330, 3.739)  -0.860
C (0.631, 5.425, 3.221)  -0.240
H (-0.753, 3.934, -4.717)  0.500
H (0.512, 3.655, -6.822)  0.410
H (2.654, 2.384, -6.816)  0.383
H (3.514, 1.411, -4.689)  0.495
H (2.219, 1.708, -2.577)  0.140
H (-2.416, 1.227, -2.689)  0.204
H (-4.832, 1.646, -3.124)  0.461
H (-5.720, 3.970, -3.054)  0.376
H (-4.189, 5.865, -2.538)  0.457
H (-1.789, 5.435, -2.108)  0.306
H (0.339, 6.770, 0.914)  0.182
H (-0.580, 8.966, 0.167)  0.459
H (-0.364, 9.677, -2.212)  0.364
H (0.757, 8.176, -3.859)  0.466
H (1.638, 6.002, -3.084)  0.320
H (3.963, 4.506, -2.723)  0.544
H (6.219, 5.610, -2.544)  0.426
H (6.802, 7.004, -0.565)  0.378
H (5.137, 7.303, 1.269)  0.483
H (2.952, 6.228, 1.071)  0.134
H (1.067, 2.288, 4.420)  0.479
H (2.719, 1.864, 6.240)  0.715
H (5.145, 2.238, 5.824)  0.397
H (5.910, 3.037, 3.592)  0.440
H (4.261, 3.475, 1.805)  0.322
H (-1.445, 3.485, 1.350)  0.414
H (-3.113, 5.085, 2.276)  0.471
H (-2.365, 6.916, 3.796)  0.387
H (0.049, 7.142, 4.369)  0.411
H (1.690, 5.537, 3.429)  0.496
C (2.731, 1.813, -0.368)  0.138
C (2.933, 0.413, -0.874)  0.418
N (4.168, 0.144, -1.380)  -0.220
O (2.059, -0.444, -0.842)  -0.466
H (3.633, 2.419, -0.488)  0.031
H (2.474, 1.776, 0.694)  0.004
H (1.919, 2.282, -0.930)  -0.384
H (4.914, 0.824, -1.423)  0.206
H (4.338, -0.790, -1.729)  0.324
C (-5.645, -5.863, 0.497)  -1.435
C (-4.725, -4.771, 0.040)  1.116
C (-5.152, -3.434, 0.050)  -0.942
C (-4.308, -2.419, -0.406)  -0.387
C (-3.040, -2.746, -0.891)  -0.023
C (-2.602, -4.072, -0.912)  -0.491
C (-3.450, -5.083, -0.455)  -0.890
S (-1.926, -1.433, -1.456)  1.425
O (-2.194, -1.411, -2.891)  -0.762
O (-2.385, -0.263, -0.711)  -0.494
O (-0.609, -1.933, -1.067)  -0.682
H (-6.344, -5.495, 1.256)  0.356
H (-5.079, -6.685, 0.950)  0.358
H (-6.217, -6.251, -0.351)  0.273
H (-6.140, -3.172, 0.416)  0.319
H (-4.628, -1.381, -0.391)  0.414
H (-1.609, -4.303, -1.287)  0.469
H (-3.104, -6.113, -0.486)  0.319
H (-1.028, 0.130, -1.833)  0.032

The following is a DFT calculation (ωB97M-V with the def2-TZVPD basis set) of C3H5ClN2O in the gas phase.

- LUMO (eV) = 0.6
- structure (SMILES) = [H]/N=C\N(O)/C=C\Cl
- charge = 0
- largest force on an atom (eV/A) = 1.870

Each line ends with the Mulliken charge.
CARTESIAN COORDINATES (ANGSTROEM)
C (-0.184, 0.312, 1.245)  0.143
C (-0.283, -0.263, -1.034)  -0.191
C (-0.766, 0.763, -1.751)  -0.240
H (2.011, -1.363, 0.238)  0.353
H (-0.958, 1.009, 0.995)  0.307
H (0.855, -0.523, 2.637)  0.246
H (-0.545, -1.310, -1.323)  0.288
H (-1.314, 0.523, -2.643)  0.367
N (0.502, -0.183, 0.127)  -0.034
N (0.078, 0.082, 2.462)  -0.613
O (1.058, -1.432, 0.376)  -0.462
Cl (-0.454, 2.386, -1.331)  -0.164

The following is a DFT calculation (ωB97M-V with the def2-TZVPD basis set) of 2 unconnected molecules or ions with the total composition HN3O.

- LUMO (alpha / beta) (eV) = 0.1 / -3.3
- charge = 0
- multiplicity = 3
- largest force on an atom (eV/A) = 6.048

Each line ends with the Mulliken charge.
CARTESIAN COORDINATES (ANGSTROEM)
N (-0.526, -0.862, -0.392)  -0.137
N (0.311, -0.132, 0.270)  0.052
N (-1.313, 0.179, -0.291)  0.068
O (-0.345, 1.020, 0.257)  -0.074
H (1.874, -0.205, 0.156)  0.091